# 1
Below is a cluster of 40 separate species, H80O40 in total in a non-equilibrium geometry, with properties calculated with ωB97M-V/def2-TZVPD.

For the largest force on an atom, the calculation gives 4.51 eV/A. The value obtained for the energy above the lowest of the compared OMol25 structures with the same formula, charge and spin is 1036.5 kJ/mol.

Each line ends with the Mulliken charge.
Positions of all 120 atoms, in Å:
H: -0.19 3.25 2.92  0.30
H: 0.60 2.02 2.43  0.19
O: 0.66 2.83 2.88  -0.73
H: 1.60 -2.44 -6.34  0.30
H: 0.64 -1.41 -6.39  0.29
O: 0.65 -2.31 -6.16  -0.58
H: -2.68 3.38 -0.54  0.35
H: -2.72 1.83 -0.87  0.11
O: -3.03 2.65 -1.19  -0.50
H: -2.94 4.87 3.26  0.31
H: -2.79 3.30 3.70  0.30
O: -2.38 4.17 3.63  -0.60
H: -2.76 1.32 5.45  0.29
H: -3.48 0.66 4.37  0.26
O: -2.90 1.43 4.48  -0.58
H: 0.38 0.35 -2.74  0.12
O: -0.12 -0.44 -2.96  -0.83
H: 4.05 -1.68 1.93  0.33
O: 4.04 -2.42 2.64  -0.58
H: -1.79 -1.49 -2.21  0.21
H: -1.38 -0.73 -0.92  0.26
O: -2.04 -1.42 -1.27  -0.27
H: 4.57 3.16 -1.80  0.23
H: 3.79 1.73 -1.88  0.21
O: 3.76 2.71 -2.13  -0.55
H: 0.44 -0.94 6.14  0.41
H: 1.58 -0.51 5.10  0.26
O: 1.33 -0.57 6.02  -0.63
H: -3.20 -1.01 -5.05  0.30
H: -2.92 -2.63 -5.27  0.32
O: -3.32 -1.92 -4.71  -0.61
H: 1.59 -2.31 2.51  0.05
O: 0.73 -2.01 2.88  0.04
H: 0.91 3.25 -0.95  -0.14
H: 0.77 2.39 -2.24  0.03
O: 0.56 2.38 -1.29  0.54
H: 4.22 -4.10 0.51  0.35
H: 2.71 -4.24 0.55  0.21
O: 3.42 -3.59 0.39  -0.53
H: -3.19 -1.67 1.58  0.07
H: -3.94 -0.29 1.28  0.21
O: -3.08 -0.69 1.48  -0.35
H: 2.24 4.67 -4.29  0.30
H: 0.88 4.40 -5.07  0.29
O: 1.33 4.97 -4.50  -0.57
H: -3.08 -4.52 0.21  0.43
H: -2.55 -3.19 -0.25  0.00
O: -2.61 -3.71 0.58  -0.41
H: 1.73 -0.10 -1.71  -0.07
H: 2.78 -0.30 -0.59  0.12
O: 2.66 -0.12 -1.51  0.04
H: -3.56 -3.17 -2.69  0.25
O: -3.59 -3.79 -1.98  -0.61
H: 4.62 1.41 2.88  0.29
H: 5.18 0.21 3.72  0.30
O: 4.61 0.93 3.69  -0.55
H: -1.28 -4.31 -2.38  0.50
O: -1.71 -4.37 -3.32  -0.71
H: -1.56 5.42 -1.95  0.27
H: -0.51 4.80 -3.02  0.28
O: -0.81 4.76 -2.00  -0.53
H: 0.72 -0.92 0.55  0.11
H: 1.06 0.59 0.29  -0.15
O: 0.93 -0.07 0.97  -0.19
H: -1.59 -1.05 4.94  0.36
H: -0.71 0.17 4.99  0.35
O: -1.22 -0.35 5.56  -0.73
H: -1.04 -3.45 3.22  0.37
H: -1.02 -4.34 4.52  0.29
O: -0.60 -3.55 4.07  -0.62
H: -1.12 4.66 0.94  0.24
H: -1.06 3.19 1.15  -0.06
O: -1.65 3.89 0.94  -0.57
H: -3.30 3.58 -4.10  0.30
H: -4.66 2.86 -3.73  0.30
O: -4.21 3.50 -4.25  -0.62
H: 3.39 1.91 -5.18  0.22
H: 3.52 1.31 -3.73  0.29
O: 2.99 1.40 -4.53  -0.53
H: 1.69 5.12 -1.57  0.24
H: 1.18 6.58 -1.76  0.32
O: 1.97 6.03 -1.71  -0.63
H: -1.31 -3.59 -0.66  0.53
H: -0.70 -4.90 -0.47  0.28
O: -0.49 -4.11 -0.92  -0.92
H: 3.69 3.48 2.46  0.33
H: 2.45 3.44 1.64  0.25
O: 3.34 3.08 1.62  -0.56
H: 5.90 -2.84 -0.54  0.30
O: 6.02 -2.98 0.38  -0.62
H: -1.61 1.65 -2.42  0.44
H: -0.85 2.77 -3.10  0.14
O: -1.38 1.96 -3.30  -0.67
H: -3.55 -4.65 -2.38  0.32
H: -0.95 0.02 -3.18  0.34
H: -1.22 -3.70 -3.81  0.23
H: 3.41 -3.05 2.24  0.22
H: 0.79 -1.76 3.80  0.06
H: 5.96 -2.35 1.09  0.31
O: 0.22 -5.71 2.07  -0.65
H: 0.70 -5.51 2.92  0.33
H: 0.73 -5.15 1.44  0.29
O: -2.59 -5.03 2.90  -0.64
H: -3.40 -5.10 2.25  0.29
H: -1.80 -5.23 2.37  0.33
O: 4.99 0.36 0.91  -0.53
H: 5.28 0.63 0.02  0.21
H: 4.15 0.62 1.35  0.22
O: 5.25 -0.70 -3.98  -0.63
H: 5.86 -0.60 -3.29  0.30
H: 4.35 -0.83 -3.53  0.31
O: -5.23 3.62 1.45  -0.60
H: -5.03 2.94 0.84  0.30
H: -4.86 3.38 2.25  0.29
O: -5.51 -2.05 1.66  -0.50
H: -5.75 -2.82 1.12  0.27
H: -6.29 -1.59 1.94  0.25
O: -1.08 1.31 1.01  1.42
H: -0.72 0.59 1.44  -0.26
H: -2.00 1.34 0.76  -0.35

# 2
Below is a structure of composition C38H51CrGeP2S2Sb, with properties calculated with ωB97M-V/def2-TZVPD.

For the largest force on an atom, the calculation gives 0.38 eV/A. The total charge is -1. As for the spin multiplicity: 2. The expectation value of S² is 0.9285. The value obtained for the energy above the lowest of the compared OMol25 structures with the same formula, charge and spin is 0.0 kJ/mol.

Each line ends with the Mulliken spin population.
Positions of all 96 atoms, in Å:
Cr: 0.22 -0.24 0.86  1.68
S: 2.34 0.05 -0.41  0.01
P: 1.53 1.90 -0.27  -0.01
C: 0.09 1.86 0.54  0.00
P: -1.53 1.87 0.17  -0.01
S: -2.24 0.01 0.58  0.00
C: -1.99 2.38 -1.52  0.00
C: -1.68 3.68 -1.94  0.00
C: -1.98 4.08 -3.23  0.00
C: -2.59 3.20 -4.11  0.00
C: -2.90 1.91 -3.70  0.00
C: -2.60 1.50 -2.40  0.00
C: -2.45 3.04 1.23  0.00
C: -3.58 3.74 0.82  0.00
C: -4.25 4.57 1.72  0.00
C: -3.80 4.69 3.02  0.00
C: -2.67 3.99 3.43  0.00
C: -2.00 3.18 2.54  0.00
C: 2.75 2.96 0.58  0.01
C: 2.39 3.58 1.77  0.00
C: 3.31 4.36 2.46  0.00
C: 4.60 4.50 1.97  0.00
C: 4.97 3.87 0.79  0.00
C: 4.05 3.10 0.10  0.00
C: 1.49 2.64 -1.95  -0.01
C: 1.09 1.85 -3.03  0.01
C: 0.96 2.40 -4.29  0.00
C: 1.24 3.74 -4.51  0.00
C: 1.63 4.54 -3.44  0.00
C: 1.75 3.99 -2.17  0.00
H: -1.19 4.36 -1.25  0.00
H: -1.72 5.09 -3.55  0.00
H: -2.82 3.52 -5.12  0.00
H: -3.37 1.22 -4.38  0.00
H: -2.85 0.50 -2.07  0.00
H: -3.95 3.64 -0.19  0.00
H: -5.13 5.11 1.39  0.00
H: -4.32 5.33 3.72  0.00
H: -2.32 4.08 4.45  0.00
H: -1.11 2.63 2.84  -0.01
H: 1.37 3.45 2.13  0.00
H: 3.02 4.84 3.39  0.00
H: 5.32 5.11 2.51  0.00
H: 5.98 3.98 0.41  0.00
H: 4.34 2.59 -0.81  0.00
H: 0.89 0.80 -2.86  0.00
H: 0.63 1.78 -5.12  0.00
H: 1.14 4.17 -5.50  0.00
H: 1.85 5.59 -3.60  0.00
H: 2.05 4.62 -1.34  0.00
C: -0.99 -5.54 1.08  0.00
C: -1.28 -4.05 1.01  0.02
C: -1.61 -3.49 2.39  -0.03
Sb: 0.20 -2.75 0.08  -0.14
C: 2.13 -3.76 0.13  0.01
C: 2.85 -3.48 1.45  -0.02
C: 2.17 -5.24 -0.22  0.00
C: -0.22 -3.15 -2.03  -0.01
C: -0.90 -4.47 -2.35  0.00
C: -1.05 -1.98 -2.57  -0.01
H: -1.87 -6.08 1.43  0.00
H: -0.18 -5.74 1.80  0.00
H: -0.69 -5.96 0.12  0.00
H: -2.15 -3.88 0.37  0.00
H: -0.75 -3.57 3.07  0.00
H: -2.45 -4.04 2.84  0.00
H: -1.87 -2.43 2.34  0.01
H: 2.64 -3.20 -0.66  0.00
H: 2.31 -3.90 2.30  0.00
H: 2.94 -2.41 1.62  0.01
H: 3.85 -3.92 1.43  0.00
H: 1.70 -5.85 0.54  0.00
H: 3.22 -5.57 -0.31  0.00
H: 1.68 -5.45 -1.17  0.00
H: 0.77 -3.12 -2.49  0.00
H: -1.87 -4.55 -1.86  0.00
H: -0.30 -5.34 -2.04  0.00
H: -1.07 -4.56 -3.43  0.00
H: -2.04 -1.95 -2.09  0.00
H: -1.20 -2.07 -3.65  0.00
H: -0.57 -1.02 -2.36  0.02
C: 0.51 -1.75 5.54  -0.01
Ge: -0.01 -0.34 4.24  -0.01
C: -1.97 -0.22 4.31  0.00
C: 0.71 1.35 5.01  -0.02
C: 0.80 -0.67 2.53  -0.55
H: 0.19 -1.49 6.55  0.00
H: 1.59 -1.87 5.54  0.00
H: 0.06 -2.70 5.26  0.00
H: -2.27 0.31 5.22  0.00
H: -2.41 -1.22 4.34  0.00
H: -2.37 0.30 3.44  0.00
H: 0.38 1.49 6.04  0.00
H: 0.39 2.21 4.42  0.00
H: 1.80 1.32 4.99  0.00
H: 1.87 -0.88 2.67  0.07

# 3
Below is the molecule ClH2NO in a non-equilibrium geometry, with properties calculated with ωB97M-V/def2-TZVPD.

For the largest force on an atom, the calculation gives 2.03 eV/A. As for the SMILES: NOCl. The value obtained for the energy above the lowest of the compared OMol25 structures with the same formula, charge and spin is 64.3 kJ/mol.

Each line ends with the natural charge from an NBO analysis.
Positions of all 5 atoms, in Å:
N: -0.40 0.02 0.01  -0.49
O: -1.52 -0.79 -0.02  -0.32
Cl: -3.03 0.17 0.02  0.10
H: -0.37 0.85 0.63  0.36
H: -0.06 0.27 -0.91  0.35

# 4
Below is a structure of composition C25H51BrCl5N3Na2O13PS in a non-equilibrium geometry, with properties calculated with ωB97M-V/def2-TZVPD.

For the largest force on an atom, the calculation gives 10.16 eV/A. The total charge is +1. For the calculated total energy, the calculation gives -8064.034881 a.u.

Each line ends with the Mulliken charge.
Positions of all 102 atoms, in Å:
N: 0.38 0.00 -2.92  -0.35
P: 0.25 -0.56 -4.44  0.27
O: 0.92 0.52 -5.63  -0.25
S: 2.66 0.48 -5.60  0.64
O: 3.10 -0.34 -6.88  -0.53
O: 3.11 2.12 -5.73  -0.47
C: 4.22 2.47 -4.83  -0.38
C: 3.99 2.08 -3.25  0.28
N: 5.08 1.11 -2.84  -0.53
H: 0.89 0.91 -2.94  -0.03
H: -1.18 -0.67 -4.71  0.11
H: 0.89 -1.86 -4.46  0.13
H: 4.30 3.66 -4.87  0.24
H: 5.27 2.07 -5.16  0.38
H: 4.14 3.07 -2.61  0.28
H: 2.93 1.68 -2.99  -0.26
H: 4.86 0.60 -1.96  0.32
H: 5.25 0.47 -3.65  0.23
Na: 3.44 3.81 -6.50  1.02
C: -0.46 0.39 0.94  -0.87
O: -1.76 0.62 0.40  -0.35
C: -1.99 -0.16 -0.78  -0.08
C: -3.48 -0.20 -1.10  -0.46
O: -4.19 -1.17 -0.33  -0.51
C: -4.43 -0.82 1.04  0.32
C: -5.52 0.24 1.20  -0.51
O: -4.99 1.55 0.97  -0.27
C: -6.01 2.50 0.74  -0.79
H: 0.31 0.65 0.21  0.24
H: -0.35 1.03 1.82  0.37
H: -0.36 -0.65 1.25  0.37
H: -1.61 -1.18 -0.64  0.30
H: -1.45 0.32 -1.60  0.23
H: -3.59 -0.52 -2.14  0.32
H: -3.95 0.78 -1.03  0.19
H: -3.50 -0.53 1.54  0.17
H: -4.77 -1.74 1.53  -0.30
H: -5.91 0.22 2.23  0.43
H: -6.34 0.03 0.50  0.26
H: -6.57 2.25 -0.17  0.34
H: -5.54 3.48 0.59  0.27
H: -6.69 2.56 1.60  0.28
Br: 0.82 -1.62 1.90  -0.86
C: -9.92 -0.16 1.25  -0.58
C: -9.68 1.10 0.44  0.38
N: -9.48 2.15 -0.24  -0.44
H: -8.98 -0.69 1.42  0.12
H: -10.36 0.10 2.22  0.26
H: -10.61 -0.82 0.72  0.29
Cl: -2.66 -3.11 2.96  -0.02
C: -3.57 -4.24 3.99  -0.06
C: -4.92 -4.60 3.40  -0.59
Cl: -6.05 -3.22 3.41  -0.23
H: -3.67 -3.79 4.98  0.10
H: -2.95 -5.14 4.09  0.09
H: -5.39 -5.39 4.00  0.40
H: -4.83 -4.95 2.37  0.40
C: 3.98 9.81 -5.76  -1.03
C: 4.58 8.43 -5.60  -0.21
O: 3.85 7.49 -6.37  -0.50
H: 2.93 9.81 -5.44  0.27
H: 4.53 10.54 -5.17  0.32
H: 3.99 10.12 -6.81  0.34
H: 4.54 8.11 -4.55  0.26
H: 5.62 8.41 -5.93  0.27
H: 3.90 7.77 -7.30  0.29
Na: -6.31 -3.11 5.95  0.91
C: -0.82 -7.48 5.45  -0.62
O: -0.08 -6.63 6.31  -0.37
C: 1.32 -6.91 6.28  -0.48
C: 2.08 -5.89 5.43  -0.50
O: 1.74 -6.01 4.04  -0.41
C: 0.84 -4.99 3.62  -0.61
H: -1.84 -7.09 5.38  0.09
H: -0.39 -7.52 4.45  0.32
H: -0.86 -8.49 5.88  0.36
H: 1.50 -7.93 5.92  0.31
H: 1.68 -6.85 7.31  0.36
H: 3.15 -6.09 5.51  0.42
H: 1.90 -4.87 5.79  0.30
H: 1.36 -4.03 3.57  0.31
H: -0.02 -4.91 4.29  0.23
H: 0.47 -5.25 2.63  0.24
C: -1.67 3.37 -6.24  -0.01
Cl: -1.08 2.80 -4.68  -0.06
Cl: -2.52 4.92 -6.06  -0.10
Cl: -0.33 3.53 -7.40  -0.14
H: -2.38 2.64 -6.64  0.30
C: 6.73 -0.39 3.03  -0.90
C: 6.84 0.85 3.52  0.34
C: 6.19 2.00 2.83  0.86
O: 6.29 3.13 3.31  -0.62
C: 5.45 1.74 1.59  -0.83
C: 5.35 0.50 1.10  0.15
C: 5.97 -0.66 1.80  1.09
O: 5.84 -1.79 1.35  -0.63
O: 4.66 0.24 -0.07  -0.52
O: 7.55 1.11 4.67  -0.56
H: 7.20 -1.24 3.52  0.42
H: 5.00 2.59 1.09  0.42
H: 4.72 -0.73 -0.20  0.29
H: 7.48 2.08 4.81  0.35

# 5
Below is a cluster of 17 separate species, ClH32O20 in total in a non-equilibrium geometry, with properties calculated with ωB97M-V/def2-TZVPD.

For the largest force on an atom, the calculation gives 3.51 eV/A. The total charge is -1. The value obtained for the energy above the lowest of the compared OMol25 structures with the same formula, charge and spin is 131.3 kJ/mol.

Each line ends with the natural charge from an NBO analysis.
Positions of all 53 atoms, in Å:
Cl: -4.45 -13.95 -1.58  2.47
O: -5.26 -14.03 -0.29  -0.87
O: -3.99 -15.29 -2.00  -0.86
O: -5.25 -13.34 -2.67  -0.87
O: -3.28 -13.10 -1.30  -0.84
O: -2.66 -10.04 -0.82  -0.97
H: -2.67 -10.39 -1.71  0.47
H: -3.46 -10.45 -0.42  0.50
O: -7.84 -13.15 -2.92  -0.92
H: -6.95 -13.15 -3.22  0.49
H: -8.33 -13.17 -3.75  0.46
O: -2.96 -14.11 1.61  -0.94
H: -3.60 -14.57 2.18  0.46
H: -2.32 -13.73 2.27  0.48
O: -4.18 -11.86 -4.95  -0.93
H: -4.21 -12.73 -5.44  0.48
H: -5.09 -11.68 -4.80  0.45
O: -5.74 -13.25 2.37  -0.93
H: -5.20 -13.19 1.63  0.48
H: -5.38 -14.03 2.80  0.45
O: -7.83 -14.28 0.43  -0.97
H: -7.68 -14.89 -0.33  0.49
H: -7.07 -13.73 0.26  0.46
O: -0.54 -13.52 -2.07  -1.01
H: -0.74 -12.96 -1.27  0.50
H: -0.16 -12.89 -2.75  0.48
O: -2.37 -14.17 -4.28  -0.97
H: -3.29 -13.99 -4.11  0.47
H: -1.82 -13.86 -3.58  0.49
O: -4.47 -16.06 -4.57  -0.95
H: -5.39 -15.86 -4.45  0.45
H: -4.15 -16.04 -3.65  0.49
O: -1.45 -16.00 -1.25  -0.98
H: -2.37 -15.83 -1.33  0.47
H: -0.96 -15.19 -1.25  0.49
O: -5.66 -10.00 -2.15  -0.94
H: -5.14 -10.77 -1.95  0.48
H: -5.70 -9.90 -3.10  0.47
O: -4.62 -11.19 0.56  -0.94
H: -5.00 -10.72 1.27  0.48
H: -5.40 -11.65 0.17  0.49
O: -7.57 -15.67 -1.93  -0.97
H: -7.65 -14.95 -2.62  0.49
H: -7.44 -16.41 -2.50  0.47
O: -3.32 -18.16 -2.18  -0.95
H: -3.82 -17.96 -1.37  0.48
H: -2.91 -17.40 -2.47  0.47
O: -5.55 -17.17 -0.14  -0.94
H: -5.36 -16.26 -0.25  0.48
H: -5.06 -17.34 0.64  0.45
O: -1.28 -12.19 0.18  -0.97
H: -1.80 -13.00 0.21  0.49
H: -1.89 -11.55 -0.16  0.50

# 6
Below is the molecule C16H16N6O4 in a non-equilibrium geometry, with properties calculated with ωB97M-V/def2-TZVPD.

For the largest force on an atom, the calculation gives 1.41 eV/A. As for the SMILES: CCCCn1nnc(NC(=O)c2ccc(-c3cccc([N+](=O)[O-])c3)o2)n1. The value obtained for the energy above the lowest of the compared OMol25 structures with the same formula, charge and spin is 242.8 kJ/mol.

Each line ends with the natural charge from an NBO analysis.
Positions of all 42 atoms, in Å:
C: -1.71 -3.33 -2.41  -0.60
C: -1.27 -2.71 -1.09  -0.41
C: -0.84 -3.77 -0.09  -0.40
C: -0.56 -3.19 1.29  -0.22
N: 0.51 -2.24 1.25  0.02
N: 0.49 -1.13 1.92  -0.03
N: 1.58 -0.48 1.64  -0.29
C: 2.24 -1.24 0.75  0.42
N: 3.45 -0.94 0.18  -0.61
C: 4.02 0.29 -0.05  0.64
O: 5.19 0.37 -0.37  -0.57
C: 3.15 1.47 0.04  0.15
C: 3.53 2.79 0.13  -0.22
C: 2.35 3.54 0.14  -0.29
C: 1.31 2.63 0.05  0.29
C: -0.13 2.80 0.06  -0.08
C: -0.72 4.04 -0.17  -0.15
C: -2.10 4.18 -0.13  -0.21
C: -2.91 3.10 0.13  -0.20
C: -2.32 1.86 0.36  0.08
N: -3.15 0.72 0.64  0.52
O: -4.34 0.91 0.75  -0.37
O: -2.62 -0.37 0.75  -0.39
C: -0.94 1.70 0.33  -0.18
O: 1.81 1.39 -0.03  -0.38
N: 1.59 -2.37 0.50  -0.30
H: -0.91 -3.91 -2.85  0.20
H: -2.00 -2.55 -3.12  0.21
H: -2.57 -3.98 -2.25  0.20
H: -2.08 -2.12 -0.66  0.22
H: -0.43 -2.03 -1.28  0.20
H: 0.06 -4.28 -0.45  0.22
H: -1.63 -4.52 0.01  0.21
H: -0.30 -3.98 2.00  0.21
H: -1.43 -2.64 1.67  0.24
H: 4.02 -1.73 -0.09  0.43
H: 4.54 3.15 0.20  0.25
H: 2.26 4.60 0.23  0.23
H: -0.10 4.90 -0.38  0.22
H: -2.54 5.15 -0.31  0.23
H: -3.98 3.18 0.17  0.25
H: -0.51 0.73 0.54  0.27

# 7
Below is a structure of composition C5H12O2, with properties calculated with ωB97M-V/def2-TZVPD.

For the largest force on an atom, the calculation gives 0.51 eV/A. The value obtained for the energy above the lowest of the compared OMol25 structures with the same formula, charge and spin is 359.0 kJ/mol.

Each line ends with the natural charge from an NBO analysis.
Positions of all 19 atoms, in Å:
C: 2.27 0.43 1.11  -0.60
C: 1.11 0.72 0.16  -0.46
C: 0.26 -0.47 -0.13  0.14
O: -0.40 -0.84 1.67  -0.94
C: -1.06 -0.40 -0.65  -0.09
C: -1.63 0.87 -1.25  -0.63
O: -1.41 -1.57 -1.38  -0.72
H: 1.86 0.10 2.08  0.23
H: 2.90 -0.38 0.72  0.20
H: 2.89 1.31 1.27  0.21
H: 0.49 1.53 0.56  0.22
H: 1.49 1.08 -0.81  0.23
H: 0.78 -1.42 -0.24  0.22
H: -0.37 -1.80 1.81  0.47
H: -1.21 -0.62 0.72  0.42
H: -1.26 1.03 -2.27  0.21
H: -2.72 0.80 -1.30  0.21
H: -1.39 1.75 -0.65  0.21
H: -2.35 -1.73 -1.22  0.47

# 8
Below is the molecule C2H7NS in a non-equilibrium geometry, with properties calculated with ωB97M-V/def2-TZVPD.

For the largest force on an atom, the calculation gives 3.55 eV/A. As for the SMILES: CSCN. The value obtained for the energy above the lowest of the compared OMol25 structures with the same formula, charge and spin is 79.3 kJ/mol.

Each line ends with the natural charge from an NBO analysis.
Positions of all 11 atoms, in Å:
C: -1.09 0.29 -1.35  -0.76
S: -0.90 -0.28 0.31  0.15
C: 0.80 0.03 0.92  -0.34
N: 1.81 0.19 -0.08  -0.82
H: -2.11 0.16 -1.74  0.24
H: -0.38 -0.33 -1.98  0.22
H: -0.75 1.28 -1.43  0.21
H: 1.14 -0.85 1.62  0.19
H: 0.78 0.88 1.55  0.19
H: 2.50 0.79 0.25  0.36
H: 2.28 -0.75 -0.03  0.35